115
Properties=species:S:1:pos:R:3:forces:R:3 method="wB97M-V/def2-TZVPD" homo_energy_ha=-0.340 smiles="C[C@H]1OS(=O)(=O)C[C@H](CCOC=O)[C@]1(CCN)c1cccnc1.CCOC(C)=O.CCOC(C)=O.CCOC(C)=O.CCOC(C)=O.CCOC(C)=O" total_energy_ev=-81825.992 gap_ev=9.7
C 5.171 -0.804 1.244 0.382 -0.677 -1.314
C 4.325 -0.061 0.124 -0.226 0.263 2.653
O 4.846 -0.281 -1.211 -1.392 -1.335 -0.045
S 4.417 -1.708 -1.873 1.963 -2.385 -3.488
O 4.577 -1.599 -3.318 -0.839 1.207 1.524
O 5.261 -2.789 -1.384 -1.064 1.257 1.207
C 2.681 -2.178 -1.520 -0.336 0.359 1.459
C 2.475 -1.873 0.037 0.041 -0.561 -1.083
C 1.118 -2.412 0.619 0.015 -1.158 0.049
C 0.439 -3.554 -0.233 -0.116 0.671 1.167
O -0.911 -3.735 0.330 0.988 -0.374 0.865
C -0.945 -4.814 1.200 -0.982 -0.615 -1.022
O -1.527 -5.795 0.840 0.063 -0.065 0.489
C 2.766 -0.338 0.246 -0.896 0.759 0.112
C 2.200 0.090 1.679 1.090 0.540 -0.009
C 2.650 1.519 2.157 -0.989 0.108 0.678
N 3.903 1.534 2.961 -0.146 0.594 -0.709
C 2.005 0.598 -0.773 0.449 1.812 -1.469
C 2.637 1.812 -1.330 -3.117 -1.479 -0.512
C 1.792 2.552 -2.232 0.320 0.247 0.149
C 0.437 2.199 -2.564 1.541 -0.278 0.906
N -0.133 1.104 -2.021 1.199 0.651 -0.179
C 0.648 0.380 -1.205 0.678 -1.088 1.169
H 4.692 -0.753 2.243 0.457 0.302 -0.759
H 6.196 -0.348 1.219 -0.952 -0.294 0.358
H 5.330 -1.882 0.972 -0.259 0.943 0.200
H 4.523 1.022 0.341 -0.362 -0.934 -0.552
H 1.935 -1.672 -2.169 0.914 0.029 0.331
H 2.627 -3.272 -1.746 0.526 0.899 0.180
H 3.271 -2.505 0.520 -0.600 0.939 -0.186
H 1.357 -2.883 1.620 -0.322 0.706 -1.304
H 0.334 -1.652 0.826 0.653 -0.384 -0.414
H 0.275 -3.291 -1.301 0.228 -0.358 0.729
H 0.954 -4.537 -0.082 -0.051 0.905 -0.694
H -0.506 -4.812 2.229 0.166 0.799 -0.787
H 1.078 0.109 1.686 1.041 -0.329 -0.227
H 2.603 -0.654 2.406 -0.604 0.639 -0.373
H 2.711 2.259 1.320 -0.131 -0.723 0.513
H 1.831 1.895 2.833 0.558 -0.318 -0.812
H 4.509 2.230 2.518 0.041 -0.346 0.481
H 3.700 1.890 3.895 0.190 -0.209 -0.229
H 3.670 2.127 -1.115 -0.789 -0.214 -0.248
H 2.215 3.472 -2.696 -0.402 -0.823 0.371
H -0.163 2.812 -3.271 0.509 -0.520 0.652
H 0.155 -0.537 -0.799 0.342 0.926 -0.426
C -4.686 2.763 -0.091 -0.042 0.077 0.232
C -3.816 1.555 -0.363 -0.217 0.189 -0.094
O -2.695 1.505 0.537 0.426 -0.216 -0.065
C -2.731 0.946 1.756 -0.131 0.160 0.118
C -4.069 0.614 2.365 -0.123 -0.573 -0.061
O -1.705 0.784 2.372 -0.020 0.011 -0.270
H -5.124 2.728 0.908 -0.062 -0.060 -0.060
H -5.495 2.825 -0.820 0.063 -0.018 -0.003
H -4.093 3.678 -0.146 0.005 -0.075 -0.111
H -4.379 0.619 -0.339 0.027 0.021 0.131
H -3.393 1.635 -1.364 0.200 -0.002 0.155
H -4.420 1.468 2.945 -0.006 -0.011 -0.046
H -3.940 -0.240 3.029 0.098 0.198 0.102
H -4.825 0.327 1.638 -0.059 0.225 -0.027
C -4.043 -1.570 -6.532 -0.136 -0.028 0.146
C -3.015 -0.464 -6.655 -0.100 -0.360 0.029
O -3.475 0.742 -6.030 0.207 0.471 -0.256
C -3.320 1.024 -4.723 -0.082 -0.260 0.393
C -2.923 -0.080 -3.782 0.511 -0.009 0.155
O -3.571 2.132 -4.318 0.039 -0.103 -0.304
H -4.224 -1.837 -5.490 0.085 -0.037 -0.036
H -3.712 -2.463 -7.064 0.006 0.048 0.005
H -5.000 -1.248 -6.948 0.079 0.004 -0.048
H -2.037 -0.758 -6.269 -0.064 0.040 0.095
H -2.871 -0.222 -7.708 -0.039 0.224 0.103
H -3.822 -0.555 -3.387 -0.006 -0.023 -0.094
H -2.357 0.358 -2.959 -0.119 0.033 -0.031
H -2.276 -0.830 -4.231 -0.170 -0.124 -0.055
C 0.142 -1.481 7.097 -0.030 -0.233 -0.026
C 0.741 -0.652 5.980 -0.270 0.049 0.248
O 1.630 -1.436 5.171 0.447 0.198 -0.248
C 1.239 -2.183 4.130 -0.110 -0.266 0.199
C -0.228 -2.477 3.958 -0.213 0.345 -0.354
O 2.074 -2.660 3.396 0.027 0.064 0.786
H -0.468 -2.298 6.710 -0.062 0.090 0.000
H -0.482 -0.861 7.743 0.041 0.001 -0.034
H 0.932 -1.933 7.701 0.001 0.119 -0.005
H -0.020 -0.164 5.367 0.015 -0.119 -0.064
H 1.349 0.145 6.408 0.179 -0.121 -0.170
H -0.471 -3.403 4.481 0.017 0.039 0.035
H -0.430 -2.603 2.894 0.067 -0.104 0.083
H -0.880 -1.677 4.299 0.009 -0.061 0.163
C 6.666 -1.780 5.803 -0.108 -0.096 0.160
C 6.822 -0.314 5.456 0.099 -0.307 0.034
O 5.683 0.443 5.880 -0.180 0.400 -0.312
C 5.531 0.964 7.110 -0.062 -0.159 0.268
C 6.442 0.497 8.216 0.458 0.373 0.082
O 4.631 1.735 7.324 0.082 -0.148 -0.285
H 6.605 -1.933 6.882 0.106 0.018 -0.023
H 7.509 -2.357 5.420 -0.029 0.036 -0.004
H 5.744 -2.176 5.374 0.070 0.064 -0.083
H 7.746 0.113 5.851 -0.072 0.000 0.099
H 6.869 -0.204 4.372 -0.203 0.160 0.063
H 5.986 -0.357 8.718 0.031 0.003 -0.037
H 6.558 1.312 8.930 -0.235 -0.095 0.016
H 7.444 0.237 7.882 -0.068 -0.225 -0.045
C -6.932 3.634 -9.378 0.168 -0.120 -0.032
C -7.855 3.839 -8.195 0.204 0.024 -0.155
O -8.165 2.596 -7.558 -0.567 -0.047 0.075
C -7.402 2.026 -6.602 0.453 -0.117 0.078
C -6.003 2.539 -6.385 -0.262 0.431 0.357
O -7.823 1.077 -5.992 -0.176 0.191 -0.272
H -5.969 3.221 -9.070 -0.007 0.108 0.035
H -6.752 4.579 -9.894 -0.023 -0.028 0.020
H -7.369 2.926 -10.084 -0.071 0.093 0.030
H -7.459 4.560 -7.477 0.069 -0.093 0.008
H -8.805 4.243 -8.546 -0.063 -0.186 0.124
H -5.315 1.977 -7.014 0.006 0.059 0.047
H -5.739 2.383 -5.342 0.052 -0.197 -0.157
H -5.889 3.604 -6.573 0.059 -0.033 -0.208